(one)
Molecular formula: C13H16BFN5OPtS3
Method: DFT, ωB97M-V/def2-TZVPD

Cartesian coordinates (Å):
Pt1 0.078 -1.957 -1.509
C1 1.681 -3.103 1.958
N1 1.917 -1.677 1.932
C2 1.847 -0.819 3.008
C3 2.171 0.408 2.538
N2 2.420 0.311 1.195
B1 2.893 1.495 0.286
N3 1.853 1.710 -0.838
C4 2.146 1.591 -2.180
C5 0.996 1.696 -2.876
N4 -0.003 1.924 -1.954
C6 -1.418 1.952 -2.240
C7 0.527 1.928 -0.699
S1 -0.366 2.244 0.715
C8 2.244 -0.975 0.815
S2 2.455 -1.701 -0.727
H1 1.579 -3.409 3.000
H2 2.523 -3.618 1.497
H3 0.774 -3.344 1.408
H4 1.558 -1.154 3.989
H5 2.204 1.360 3.036
H6 3.018 2.487 0.982
H7 3.949 1.179 -0.229
H8 3.139 1.345 -2.509
H9 0.781 1.553 -3.919
H10 -1.544 2.032 -3.319
H11 -1.879 2.800 -1.733
H12 -1.883 1.027 -1.895
O1 -0.862 -1.892 0.459
N5 -1.979 -1.182 0.400
C9 -2.259 -0.343 1.425
C10 -3.394 0.414 1.444
C11 -4.266 0.353 0.334
C12 -3.929 -0.452 -0.730
C13 -2.773 -1.247 -0.733
S3 -2.227 -2.213 -2.031
H13 -1.500 -0.335 2.193
H14 -3.579 1.067 2.285
H15 -5.166 0.955 0.302
H16 -4.544 -0.490 -1.619
F1 0.815 -1.922 -3.460

As for the multiplicity: 2. Its total charge is -2. The calculation puts the frontier orbital gap (alpha / beta) at 3.47 / 5.74 eV. The LUMO energy (alpha / beta) is 5.07 / 5.03 eV.

(two)
Molecular formula: C13H16BFN5OPtS3
Method: DFT, ωB97M-V/def2-TZVPD

Cartesian coordinates (Å):
Pt1 0.073 1.689 -1.453
C1 -2.917 -0.468 -0.379
N1 -2.730 0.254 0.874
C2 -2.777 -0.308 2.130
C3 -2.217 0.583 2.971
N2 -1.803 1.681 2.241
B1 -0.702 2.652 2.797
N3 0.663 1.902 2.597
C4 0.983 0.805 3.373
C5 1.859 0.039 2.696
N4 2.109 0.677 1.505
C6 2.748 0.066 0.352
C7 1.371 1.817 1.441
S1 1.454 2.934 0.150
C8 -2.122 1.461 0.945
S2 -1.924 2.495 -0.415
H1 -3.550 -1.335 -0.173
H2 -1.908 -0.770 -0.697
H3 -3.386 0.190 -1.104
H4 -3.184 -1.290 2.299
H5 -2.062 0.536 4.034
H6 -0.708 3.712 2.236
H7 -0.892 2.722 4.007
H8 0.534 0.659 4.340
H9 2.318 -0.903 2.942
H10 3.463 -0.675 0.715
H11 3.254 0.839 -0.223
H12 1.954 -0.398 -0.243
O1 -0.911 0.180 -3.078
N5 -0.044 -0.771 -3.195
C9 -0.474 -2.047 -3.289
C10 0.390 -3.099 -3.469
C11 1.760 -2.858 -3.529
C12 2.197 -1.560 -3.384
C13 1.316 -0.486 -3.216
S3 1.816 1.148 -2.987
H13 -1.544 -2.148 -3.200
H14 -0.011 -4.102 -3.539
H15 2.466 -3.671 -3.647
H16 3.254 -1.333 -3.373
F1 -0.118 -0.819 -0.052

As for the multiplicity: 2. Its total charge is -2. The calculation puts the frontier orbital gap (alpha / beta) at 3.84 / 5.45 eV. The LUMO energy (alpha / beta) is 5.07 / 5.05 eV.

Relative energies, unit kJ/mol: (one) 0.0; (two) 44.6

(one)
Molecular formula: C22H25N3O2
Method: DFT, ωB97M-V/def2-TZVPD

Cartesian coordinates (Å):
C1 -1.398 2.726 2.875
C2 -1.296 1.704 2.046
C3 -0.249 0.638 2.146
N1 -0.729 -0.634 1.658
C4 -0.451 -1.794 2.282
O1 0.123 -1.863 3.349
C5 -0.959 -3.034 1.550
H1 -2.023 -3.145 1.766
H2 -0.439 -3.893 1.976
C6 -0.705 -3.016 0.032
N2 -1.581 -2.090 -0.681
C7 -2.907 -2.649 -0.852
C8 -2.892 -3.930 -1.690
N3 -1.863 -4.812 -1.191
C9 -0.777 -4.462 -0.469
O2 0.082 -5.275 -0.196
H3 -1.872 -5.769 -1.517
H4 -2.701 -3.688 -2.746
H5 -3.861 -4.434 -1.629
H6 -3.309 -2.869 0.139
H7 -3.552 -1.903 -1.321
C10 -0.980 -1.607 -1.930
C11 -0.104 -0.419 -1.630
C12 -0.688 0.828 -1.433
C13 0.078 1.922 -1.088
C14 1.457 1.799 -0.928
C15 2.043 0.555 -1.146
C16 1.272 -0.539 -1.492
H8 1.749 -1.495 -1.659
H9 3.109 0.439 -1.020
C17 2.267 2.957 -0.522
C18 3.497 3.213 -1.121
C19 4.253 4.303 -0.735
C20 3.796 5.149 0.262
C21 2.576 4.900 0.868
C22 1.814 3.815 0.479
H10 0.870 3.615 0.967
H11 2.217 5.553 1.650
H12 4.389 5.999 0.566
H13 5.203 4.495 -1.213
H14 3.850 2.564 -1.910
H15 -0.389 2.886 -0.950
H16 -1.757 0.937 -1.554
H17 -0.401 -2.391 -2.437
H18 -1.787 -1.292 -2.596
H19 0.328 -2.684 -0.113
H20 -1.148 -0.673 0.736
H21 0.066 0.488 3.182
H22 0.633 0.946 1.563
H23 -1.975 1.603 1.209
H24 -2.148 3.489 2.752
H25 -0.731 2.841 3.713

Its SMILES is C=CCNC(=O)C[C@H]1C(=O)NCCN1Cc1ccc(-c2ccccc2)cc1. Its total charge is 0. The calculation puts the frontier orbital gap at 9.20 eV. The LUMO energy is 0.48 eV.

(two)
Molecular formula: C22H25N3O2
Method: DFT, ωB97M-V/def2-TZVPD

Cartesian coordinates (Å):
C1 1.875 0.976 4.205
C2 0.483 1.282 4.746
C3 -0.451 0.071 4.683
C4 -0.908 -0.252 3.260
H1 -1.231 -1.294 3.209
H2 -0.065 -0.140 2.578
C5 -2.052 0.655 2.779
C6 -2.015 0.790 1.285
C7 -2.131 -0.329 0.468
C8 -1.982 -0.225 -0.902
C9 -1.712 1.003 -1.493
C10 -1.657 2.132 -0.686
C11 -1.799 2.023 0.685
H3 -1.729 2.910 1.299
H4 -1.487 3.099 -1.140
C12 -1.447 1.123 -2.966
C13 -0.118 1.777 -3.282
O1 0.035 2.618 -4.135
N1 0.966 1.408 -2.525
N2 1.031 0.382 -1.594
C14 1.349 0.682 -0.286
N3 1.412 -0.200 0.638
C15 1.152 -1.512 0.338
C16 1.203 -2.470 1.355
C17 0.949 -3.791 1.068
C18 0.647 -4.193 -0.233
C19 0.603 -3.266 -1.249
C20 0.852 -1.920 -0.973
C21 0.799 -0.931 -2.039
O2 0.574 -1.147 -3.210
H5 0.377 -3.548 -2.266
H6 0.450 -5.234 -0.441
H7 0.985 -4.528 1.857
H8 1.445 -2.148 2.356
C22 1.667 2.103 0.030
H9 1.752 2.210 1.107
H10 2.614 2.386 -0.430
H11 0.890 2.763 -0.348
H12 1.853 1.770 -2.859
H13 -2.218 1.725 -3.454
H14 -1.439 0.136 -3.436
H15 -2.059 -1.110 -1.518
H16 -2.323 -1.295 0.910
H17 -3.011 0.240 3.099
H18 -1.953 1.644 3.229
H19 0.074 -0.792 5.098
H20 -1.328 0.253 5.309
H21 0.049 2.109 4.180
H22 0.571 1.607 5.786
H23 2.341 0.185 4.788
H24 1.834 0.657 3.166
H25 2.507 1.860 4.268

Its SMILES is CCCCCc1ccc(CC(=O)Nn2c(C)nc3ccccc3c2=O)cc1. Its total charge is 0. The calculation puts the frontier orbital gap at 9.01 eV. The LUMO energy is 0.27 eV.

Relative energies, unit kJ/mol: (one) 55.9; (two) 0.0

(one)
Molecular formula: C2F4
Method: DFT, ωB97M-V/def2-TZVPD

Cartesian coordinates (Å):
C1 -0.543 1.148 0.995
C2 0.664 -0.720 -0.460
F1 -1.440 0.308 1.464
F2 -1.037 1.428 -0.133
F3 1.946 -0.515 -0.534
F4 0.411 -1.650 -1.332

Its total charge is 0. The calculation puts the frontier orbital gap at 10.45 eV. The LUMO energy is -0.18 eV.

(two)
Molecular formula: C2F4
Method: DFT, ωB97M-V/def2-TZVPD

Cartesian coordinates (Å):
C1 0.738 -0.044 -0.234
C2 -0.730 -0.007 0.070
F1 1.271 1.092 0.158
F2 1.575 -1.084 0.023
F3 -1.464 -1.091 0.052
F4 -1.390 1.134 -0.070

Its SMILES is FC(F)=C(F)F. Its total charge is 0. The calculation puts the frontier orbital gap at 9.54 eV. The LUMO energy is 0.05 eV.

Relative energies, unit kJ/mol: (one) 194.9; (two) 0.0

(one)
Molecular formula: C3H8N4O
Method: DFT, ωB97M-V/def2-TZVPD

Cartesian coordinates (Å):
C1 -1.368 0.899 -0.225
C2 0.381 -1.522 0.633
N1 -1.348 0.262 -1.540
C3 0.745 -0.059 0.633
N2 1.964 0.260 1.166
N3 -0.242 0.490 -2.330
N4 -0.087 0.907 0.450
O1 -0.098 1.681 -2.583
H1 -1.462 -0.739 -1.436
H2 2.175 -0.087 2.095
H3 2.204 1.245 1.133
H4 -1.680 1.945 -0.342
H5 -2.109 0.407 0.416
H6 1.094 -2.058 -0.003
H7 -0.633 -1.711 0.285
H8 0.466 -1.921 1.647

Its SMILES is C/C(N)=N\CNN=O. Its total charge is 0. The calculation puts the frontier orbital gap at 9.57 eV. The LUMO energy is 0.42 eV.

(two)
Molecular formula: C3H8N4O
Method: DFT, ωB97M-V/def2-TZVPD

Cartesian coordinates (Å):
C1 1.719 0.849 0.538
C2 0.917 -0.629 -0.915
C3 -1.579 0.958 -0.283
H1 2.715 0.357 0.223
H2 1.980 1.973 0.353
H3 1.760 0.536 1.798
H4 0.247 -0.891 -1.632
H5 -2.243 1.640 -0.662
H6 -2.909 -1.079 -0.388
H7 -1.187 -0.714 1.529
H8 -0.252 -1.628 -0.014
N1 0.649 0.533 -0.352
N2 -0.377 1.365 -0.270
N3 -1.992 -0.484 -0.233
N4 -1.285 -1.386 0.631
O1 1.837 -1.400 -0.323

Its SMILES is CN(C=O)/N=C\NN. Its total charge is 0. The calculation puts the frontier orbital gap at 9.06 eV. The LUMO energy is 0.30 eV.

Relative energies, unit kJ/mol: (one) 0.0; (two) 357.7

(one)
Molecular formula: C5H7N3
Method: DFT, ωB97M-V/def2-TZVPD

Cartesian coordinates (Å):
C1 -2.463 -1.022 0.040
C2 -1.147 -0.314 -0.035
C3 0.818 0.709 -0.160
C4 1.770 -1.156 0.071
C5 0.284 -0.624 -0.286
H1 -2.721 -0.832 1.070
H2 -2.191 -2.010 -0.294
H3 -3.339 -0.516 -0.356
H4 -2.040 1.623 -0.509
H5 2.993 0.051 0.809
H6 1.922 -1.484 1.001
H7 1.945 -1.921 -0.832
N1 -1.107 1.064 0.257
N2 -0.015 1.575 -0.077
N3 2.245 0.150 0.010

Its total charge is 0. The calculation puts the frontier orbital gap at 8.87 eV. The LUMO energy is 0.53 eV.

(two)
Molecular formula: C5H7N3
Method: DFT, ωB97M-V/def2-TZVPD

Cartesian coordinates (Å):
C1 0.366 -2.275 1.034
C2 0.485 -1.060 0.232
C3 0.721 1.241 0.694
C4 -0.631 0.226 -1.446
C5 -0.296 -1.035 -0.925
H1 0.929 -2.309 1.938
H2 0.886 -3.132 0.328
H3 -0.651 -2.722 0.949
H4 1.485 1.612 1.292
H5 -1.205 2.182 -1.639
H6 -0.854 0.015 -2.498
H7 -0.143 -1.654 -1.771
N1 0.810 -0.133 1.019
N2 -0.249 2.156 0.277
N3 -1.176 1.324 -0.743

Its SMILES is CC1=NC=NNC=C1. Its total charge is 0. The calculation puts the frontier orbital gap at 8.01 eV. The LUMO energy is -0.55 eV.

(three)
Molecular formula: C5H7N3
Method: DFT, ωB97M-V/def2-TZVPD

Cartesian coordinates (Å):
C1 1.461 -0.429 -0.239
C2 0.052 -0.720 0.043
C3 -0.959 0.158 -0.135
C4 -2.332 -0.275 -0.029
C5 -3.375 -0.912 -0.015
H1 1.617 0.608 1.536
H2 2.879 0.613 0.670
H3 3.384 -0.958 -0.637
H4 -0.135 -1.838 0.035
H5 -0.166 2.067 -0.395
H6 -1.339 2.050 0.558
H7 -4.303 -1.370 0.009
N1 1.849 0.795 0.434
N2 2.300 -1.254 -0.768
N3 -0.933 1.463 -1.068

Its total charge is 0. The calculation puts the frontier orbital gap at 7.94 eV. The LUMO energy is -1.18 eV.

Relative energies, unit kJ/mol: (one) 148.4; (two) 0.0; (three) 270.1

(one)
Molecular formula: C5H7N3
Method: DFT, ωB97M-V/def2-TZVPD

Cartesian coordinates (Å):
C1 -1.440 -0.116 -0.060
C2 -0.298 1.791 0.014
C3 1.932 0.277 -0.068
C4 1.352 -1.155 -0.004
C5 -0.128 -0.488 -0.173
H1 -2.600 -1.620 0.629
H2 -3.411 -0.132 0.025
H3 0.001 2.800 -0.092
H4 2.400 0.199 -1.020
H5 2.743 0.649 0.657
H6 1.769 -1.775 -0.718
H7 1.301 -1.648 0.986
N1 -2.682 -0.821 -0.139
N2 -1.513 1.335 -0.048
N3 0.575 0.704 0.012

Its SMILES is Nc1ncn2c1CC2. Its total charge is 0. The calculation puts the frontier orbital gap at 8.64 eV. The LUMO energy is 0.89 eV.

(two)
Molecular formula: C5H7N3
Method: DFT, ωB97M-V/def2-TZVPD

Cartesian coordinates (Å):
C1 1.945 -0.024 -0.401
C2 0.817 0.859 0.213
C3 -0.675 1.352 -0.044
C4 -1.184 -1.267 -0.004
C5 0.949 -0.528 0.519
H1 3.067 0.393 -0.336
H2 1.878 -0.318 -1.500
H3 1.198 1.365 1.159
H4 -0.654 2.385 -0.441
H5 -2.902 -0.881 -0.513
H6 -1.880 -1.975 -0.292
H7 1.411 -0.589 1.507
N1 -1.887 0.969 -0.008
N2 -2.178 -0.256 0.143
N3 0.095 -1.486 -0.001

Its SMILES is C1=NNC=N[C@H]2C[C@@H]12. Its total charge is 0. The calculation puts the frontier orbital gap at 9.83 eV. The LUMO energy is 0.68 eV.

Relative energies, unit kJ/mol: (one) 0.0; (two) 325.8